Entry 1:
{"formula": "C4H6O", "method": "the ωB97M-V functional and the def2-TZVPD basis", "species": ["C", "C", "C", "O", "C", "H", "H", "H", "H", "H", "H"], "coordinates": [[-0.357, -0.435, 0.986], [-1.112, 0.018, -0.009], [-0.230, 0.354, -1.184], [1.062, -0.107, -0.807], [1.092, -0.237, 0.607], [-0.691, -0.766, 1.964], [-2.185, 0.178, -0.001], [-0.204, 1.436, -1.399], [-0.540, -0.159, -2.105], [1.468, 0.673, 1.114], [1.842, -0.967, 0.909]], "atomic_forces_ev_per_a": [[0.0, 0.3, 0.0], [0.1, -0.2, 0.1], [-0.2, 0.1, -0.1], [0.2, 0.1, 0.1], [0.2, 0.3, 0.4], [0.0, 0.1, -0.1], [0.2, -0.2, 0.0], [0.0, -0.1, 0.1], [0.1, 0.1, 0.2], [-0.2, 0.2, -0.3], [-0.3, -0.6, -0.3]], "nbo_charge": [-0.218, -0.218, -0.100, -0.518, -0.098, 0.218, 0.218, 0.172, 0.190, 0.161, 0.192], "multiplicity": 1, "smiles": "C1=CCOC1"}

***

Entry 2:
{"formula": "C2H3BrSi", "method": "the ωB97M-V functional and the def2-TZVPD basis", "species": ["C", "C", "Si", "Br", "H", "H", "H"], "coordinates": [[0.525, -1.872, -0.071], [0.060, -0.802, 0.121], [-0.894, 0.714, -0.146], [-2.890, -0.214, 0.021], [1.048, -2.780, -0.210], [-0.206, 1.533, -1.184], [-0.983, 1.606, 1.256]], "atomic_forces_ev_per_a": [[1.3, -1.9, -0.1], [-0.6, 2.2, -0.2], [0.3, 1.2, 3.4], [-0.6, 0.3, -0.8], [0.0, -0.4, 0.0], [-0.8, -0.3, -0.2], [0.4, -1.0, -2.1]], "nbo_charge": [-0.145, -0.517, 0.964, -0.273, 0.233, -0.124, -0.138], "multiplicity": 1, "smiles": "C#C[SiH2]Br"}

***

Entry 3:
{"formula": "C35H29BrN3O2SnTe", "method": "the ωB97M-V functional and the def2-TZVPD basis", "species": ["Sn", "O", "C", "C", "C", "C", "C", "C", "C", "O", "N", "N", "C", "C", "Br", "C", "C", "C", "C", "C", "C", "C", "H", "H", "H", "H", "H", "H", "H", "H", "H", "H", "H", "H", "H", "H", "N", "C", "C", "C", "C", "C", "C", "C", "C", "C", "C", "C", "C", "C", "H", "H", "H", "H", "H", "H", "H", "H", "H", "H", "Te", "C", "C", "C", "C", "C", "C", "H", "H", "H", "H", "H"], "coordinates": [[0.127, -1.417, -1.882], [3.654, 0.318, -0.321], [4.053, 1.304, -1.135], [5.271, 1.929, -0.850], [5.760, 2.936, -1.661], [5.047, 3.337, -2.785], [3.828, 2.737, -3.056], [3.306, 1.737, -2.244], [1.940, 1.145, -2.561], [1.865, -0.173, -2.167], [0.999, 2.081, -1.898], [-0.316, 1.882, -1.902], [-0.996, 2.538, -1.034], [-2.434, 2.552, -0.923], [-3.410, 1.134, -1.743], [-3.153, 3.449, -0.230], [-2.699, 4.757, 0.257], [-3.372, 5.358, 1.326], [-3.041, 6.631, 1.758], [-2.036, 7.346, 1.120], [-1.362, 6.768, 0.054], [-1.685, 5.490, -0.372], [2.870, -0.109, -0.752], [5.819, 1.591, 0.020], [6.706, 3.405, -1.420], [5.438, 4.105, -3.441], [3.255, 3.044, -3.925], [1.759, 1.238, -3.641], [1.382, 2.514, -1.061], [-0.472, 3.153, -0.296], [-4.197, 3.223, -0.052], [-4.161, 4.808, 1.826], [-3.568, 7.070, 2.596], [-1.787, 8.348, 1.445], [-0.588, 7.324, -0.461], [-1.177, 5.069, -1.229], [0.198, -0.973, 0.195], [-0.527, -1.375, 1.140], [-0.619, -0.595, 2.423], [-0.694, 0.794, 2.365], [-0.854, 1.541, 3.521], [-0.914, 0.905, 4.755], [-0.809, -0.477, 4.825], [-0.673, -1.225, 3.663], [-1.420, -2.583, 1.059], [-2.785, -2.459, 1.310], [-3.635, -3.537, 1.113], [-3.127, -4.756, 0.683], [-1.765, -4.893, 0.454], [-0.917, -3.810, 0.639], [-0.642, 1.267, 1.391], [-0.941, 2.620, 3.466], [-1.054, 1.486, 5.659], [-0.846, -0.971, 5.788], [-0.613, -2.306, 3.713], [-3.183, -1.509, 1.649], [-4.698, -3.426, 1.295], [-3.794, -5.594, 0.523], [-1.360, -5.837, 0.113], [0.149, -3.912, 0.469], [2.265, -3.252, -2.268], [1.464, -5.169, -1.840], [2.060, -5.956, -0.852], [1.650, -7.265, -0.635], [0.629, -7.813, -1.400], [-0.003, -7.027, -2.354], [0.410, -5.718, -2.570], [2.861, -5.532, -0.259], [2.134, -7.860, 0.131], [0.332, -8.846, -1.261], [-0.815, -7.439, -2.942], [-0.089, -5.119, -3.322]], "atomic_forces_ev_per_a": [[-0.2, 0.3, -0.1], [-0.2, -0.1, 0.0], [0.1, 0.2, -0.1], [0.0, 0.0, 0.0], [-0.1, 0.0, 0.0], [0.0, 0.1, 0.0], [0.0, 0.0, 0.0], [0.1, -0.2, -0.1], [-0.2, 0.0, 0.0], [-0.3, 0.1, 0.3], [0.3, -0.1, 0.3], [-0.2, 0.0, -0.2], [0.4, 0.0, -0.1], [-0.5, -0.2, 0.1], [0.3, -0.1, 0.1], [0.1, -0.1, -0.1], [0.1, 0.1, 0.1], [0.0, -0.1, 0.0], [0.0, 0.0, 0.0], [0.0, 0.0, 0.0], [0.0, 0.0, 0.0], [-0.1, 0.0, 0.0], [0.0, 0.0, 0.0], [0.0, 0.0, 0.0], [0.0, 0.0, 0.0], [0.0, 0.0, 0.0], [0.0, 0.0, 0.0], [-0.1, 0.0, 0.0], [0.0, 0.0, 0.0], [0.0, 0.0, 0.0], [0.0, 0.1, -0.1], [0.0, 0.0, 0.0], [0.0, 0.0, 0.0], [0.0, 0.0, 0.0], [0.0, 0.0, 0.0], [0.0, 0.0, 0.0], [0.2, 0.2, 0.0], [0.0, -0.1, -0.1], [-0.1, 0.1, 0.0], [0.0, 0.0, 0.0], [0.0, 0.0, 0.0], [0.0, 0.0, 0.0], [0.0, 0.0, 0.0], [-0.1, 0.0, 0.0], [0.0, 0.0, -0.1], [0.0, 0.0, 0.1], [0.0, 0.0, 0.0], [0.0, 0.0, 0.0], [0.0, 0.0, 0.0], [0.1, 0.0, 0.0], [0.0, 0.0, 0.0], [0.0, 0.0, 0.0], [0.0, 0.0, 0.0], [0.0, 0.0, 0.0], [0.0, 0.0, 0.0], [0.0, 0.0, 0.0], [0.0, 0.0, 0.0], [0.0, 0.0, 0.0], [0.0, 0.0, 0.0], [0.0, 0.0, -0.1], [0.3, -0.2, 0.1], [0.0, 0.0, 0.0], [0.0, 0.0, 0.0], [0.0, 0.0, 0.0], [0.0, 0.0, 0.0], [0.0, 0.0, 0.0], [-0.1, 0.0, 0.0], [0.0, 0.0, 0.0], [0.0, 0.0, 0.0], [0.0, 0.0, 0.1], [0.0, 0.0, 0.0], [0.0, 0.0, 0.0]], "lowdin_charge": [0.717, 0.053, -0.276, -0.021, -0.109, -0.118, -0.051, -0.113, -0.410, -0.525, 0.009, 0.032, -0.256, -0.655, 0.714, -0.132, -0.220, -0.047, -0.096, -0.103, -0.085, -0.041, 0.065, 0.112, 0.094, 0.088, 0.110, 0.141, 0.138, 0.120, 0.091, 0.110, 0.098, 0.096, 0.102, 0.109, -0.067, -0.393, -0.175, -0.027, -0.086, -0.110, -0.096, -0.037, -0.207, -0.036, -0.092, -0.099, -0.073, -0.046, 0.089, 0.096, 0.092, 0.094, 0.115, 0.117, 0.095, 0.094, 0.093, 0.100, 0.753, -0.686, -0.180, -0.111, -0.124, -0.117, -0.166, 0.081, 0.093, 0.090, 0.095, 0.089], "multiplicity": 1, "total_charge": -1}

***

Entry 4:
{"formula": "CH5OP", "method": "the ωB97M-V functional and the def2-TZVPD basis", "species": ["C", "O", "P", "H", "H", "H", "H", "H"], "coordinates": [[-0.911, 0.337, -0.401], [1.332, 0.431, 1.131], [0.905, 0.351, -0.529], [-1.586, 1.205, -0.422], [-0.990, -0.180, 0.582], [-1.458, -0.429, -1.131], [1.715, -0.337, 1.485], [0.992, -1.378, -0.715]], "atomic_forces_ev_per_a": [[-2.2, -2.7, -0.2], [-1.3, 1.7, -1.9], [1.0, -2.6, 0.3], [1.0, 0.2, 0.1], [-0.6, 0.5, -0.4], [1.5, 1.5, 1.2], [0.7, -1.6, 0.5], [-0.2, 3.1, 0.3]], "nbo_charge": [-1.032, -1.001, 0.904, 0.247, 0.244, 0.248, 0.491, -0.102], "multiplicity": 1}

***

Entry 5:
{"formula": "C3H2O", "method": "the ωB97M-V functional and the def2-TZVPD basis", "species": ["C", "C", "C", "O", "H", "H"], "coordinates": [[1.372, -0.456, 0.111], [0.307, -0.360, -0.450], [-1.001, 0.240, -0.224], [-1.149, 1.436, -0.244], [2.258, -0.402, 0.695], [-1.786, -0.457, 0.112]], "atomic_forces_ev_per_a": [[-0.3, 0.0, -0.2], [0.6, 0.3, 0.8], [-0.2, 0.4, 0.0], [-0.3, -0.5, -0.2], [0.3, -0.3, -0.2], [-0.1, 0.1, -0.2]], "nbo_charge": [-0.110, -0.153, 0.368, -0.484, 0.239, 0.139], "multiplicity": 1, "smiles": "C#CC=O"}

***

Entry 6:
{"formula": "C3H5Br3Si", "method": "the ωB97M-V functional and the def2-TZVPD basis", "species": ["Br", "Si", "Br", "Br", "C", "C", "C", "H", "H", "H", "H", "H"], "coordinates": [[-0.756, -2.097, -2.770], [0.607, -0.865, -1.494], [2.039, 0.226, -2.791], [1.858, -1.837, 0.070], [-0.677, 0.211, -0.132], [-0.814, -0.023, 1.358], [0.077, 1.052, 0.831], [-1.420, 0.735, -0.584], [-0.239, -0.805, 1.896], [-1.702, 0.307, 1.667], [-0.089, 2.133, 1.092], [1.115, 0.963, 0.857]], "atomic_forces_ev_per_a": [[0.6, 0.1, 0.3], [-2.1, 1.2, 2.4], [-0.4, 0.0, 0.2], [0.0, -0.4, -0.5], [4.0, -1.8, -1.2], [4.5, -1.5, -1.3], [-0.6, 2.4, 0.8], [-2.4, 0.9, -1.4], [-1.1, 0.2, -0.6], [-3.4, 0.8, 1.7], [-0.7, -1.1, -0.8], [1.6, -0.9, 0.3]], "nbo_charge": [-0.254, 1.058, -0.244, -0.282, -0.515, -0.410, -0.435, 0.215, 0.232, 0.213, 0.211, 0.211], "multiplicity": 1, "smiles": "Br[Si](Br)(Br)C1CC1"}

***

Number 1: largest force on an atom 0.7 eV Å⁻¹, Kohn-Sham gap 10.289 eV, LUMO energy 1.127 eV. Number 2: largest force on an atom 3.6 eV Å⁻¹, Kohn-Sham gap 10.656 eV, LUMO energy 0.336 eV. Number 3: largest force on an atom 0.5 eV Å⁻¹, Kohn-Sham gap 6.208 eV, LUMO energy 2.106 eV. Number 4: largest force on an atom 3.5 eV Å⁻¹, Kohn-Sham gap 9.694 eV, LUMO energy 0.639 eV. Number 5: largest force on an atom 1.0 eV Å⁻¹, Kohn-Sham gap 10.679 eV, LUMO energy 0.114 eV. Number 6: largest force on an atom 4.9 eV Å⁻¹, Kohn-Sham gap 10.002 eV, LUMO energy 0.003 eV.